Below is a 2-piece molecular cluster, C4H11NO overall in a non-equilibrium geometry, with properties calculated with ωB97M-V with the def2-TZVPD basis set.

CARTESIAN COORDINATES (ANGSTROEM)
C  -2.58  0.51  0.27
C  -1.83  1.27  1.08
O  -0.58  0.90  1.53
H  -3.48  1.06  0.01
H  -2.45  -0.52  0.02
H  -2.13  2.26  1.41
H  0.05  0.95  0.76
C  1.86  -0.79  0.57
N  1.32  0.12  -0.52
C  0.58  -0.64  -1.52
H  1.25  -0.68  1.47
H  1.83  -1.83  0.27
H  2.81  -0.32  0.76
H  2.16  0.52  -0.90
H  1.17  -1.55  -1.77
H  0.28  -0.15  -2.43
H  -0.26  -1.11  -1.02

Structure (SMILES): C=CO.CNC
Max |F|, eV/Å: 2.17
E_tot, eV: -7862.21404
LUMO level, eV: 1.07
HOMO-LUMO gap, eV: 10.12


Below is a 2-piece molecular cluster, C23H27F6OSi overall in a non-equilibrium geometry, with properties calculated with ωB97M-V with the def2-TZVPD basis set.

CARTESIAN COORDINATES (ANGSTROEM)
C  3.95  -1.34  2.77
C  3.25  -0.62  1.61
C  1.72  -0.55  1.71
C  0.99  0.61  1.38
C  0.48  1.40  2.57
O  1.15  -1.59  2.33
Si  0.10  -2.92  1.65
C  0.39  -4.45  2.73
C  -1.70  -2.46  1.78
C  0.73  -3.11  -0.08
H  5.01  -1.48  2.52
H  3.87  -0.74  3.68
H  3.50  -2.35  2.92
H  3.64  0.41  1.51
H  3.49  -1.14  0.66
H  1.45  1.20  0.57
H  1.32  1.62  3.30
H  0.00  2.33  2.22
H  -0.29  0.76  3.07
H  -0.24  -5.29  2.38
H  1.45  -4.75  2.69
H  0.13  -4.21  3.79
H  -2.24  -2.71  0.85
H  -2.18  -3.03  2.59
H  -1.84  -1.38  2.00
H  0.16  -3.86  -0.65
H  0.67  -2.16  -0.64
H  1.79  -3.44  -0.09
F  -1.56  7.01  -2.04
C  -2.50  6.32  -1.32
F  -2.80  7.08  -0.24
F  -3.63  6.27  -2.09
C  -2.00  4.96  -0.97
C  -2.08  4.52  0.35
C  -1.63  3.25  0.66
C  -1.02  2.41  -0.34
C  -0.61  1.06  -0.02
C  -0.42  0.12  -1.13
C  0.68  0.19  -2.02
C  0.82  -0.73  -3.06
C  -0.17  -1.71  -3.24
C  -0.05  -2.77  -4.29
F  0.09  -4.00  -3.69
F  -1.18  -2.85  -5.07
F  1.00  -2.63  -5.14
C  -1.28  -1.78  -2.41
C  -1.38  -0.90  -1.35
C  -0.94  2.94  -1.66
C  -1.45  4.17  -1.98
H  -2.52  5.15  1.12
H  -1.84  2.87  1.67
H  -1.06  0.61  0.87
H  1.40  1.01  -1.91
H  1.65  -0.68  -3.76
H  -2.06  -2.53  -2.60
H  -2.26  -0.94  -0.69
H  -0.52  2.33  -2.46
H  -1.45  4.52  -3.02

Max |F|, eV/Å: 3.52
E_tot, eV: -50512.61765
Charge: +1
LUMO level, eV: -5.31
HOMO-LUMO gap, eV: 6.42


Below is one molecule with the formula C33H45NO7 in a non-equilibrium geometry, with properties calculated with ωB97M-V with the def2-TZVPD basis set.

CARTESIAN COORDINATES (ANGSTROEM)
C  -5.89  0.90  -5.39
C  -6.00  2.04  -4.40
C  -4.66  2.46  -3.79
C  -4.05  1.38  -2.89
C  -2.77  1.90  -2.24
C  -2.07  0.94  -1.32
C  -2.56  -0.31  -1.10
C  -1.92  -1.25  -0.23
O  -2.32  -2.38  0.01
O  -0.78  -0.84  0.39
C  -0.24  0.38  0.20
C  0.93  0.63  0.92
C  1.55  -0.43  1.80
C  0.66  -0.79  2.99
C  0.43  0.42  3.91
N  -0.37  1.45  3.28
C  -1.79  1.16  3.33
C  -2.57  2.16  2.48
C  -2.31  3.58  2.99
C  -0.81  3.84  2.99
C  -0.10  2.77  3.82
C  1.95  -1.60  0.94
C  3.06  -1.47  0.13
C  3.48  -2.48  -0.73
O  4.60  -2.16  -1.44
C  5.21  -3.09  -2.31
C  2.75  -3.67  -0.80
O  3.11  -4.68  -1.68
C  3.43  -5.92  -1.09
C  1.60  -3.80  0.01
O  0.89  -4.95  -0.14
C  -0.35  -5.07  0.51
C  1.23  -2.79  0.88
C  1.54  1.87  0.76
O  2.69  2.08  1.46
C  3.33  3.33  1.36
C  0.97  2.83  -0.08
C  -0.20  2.58  -0.78
O  -0.77  3.51  -1.59
C  -0.16  4.78  -1.72
C  -0.84  1.33  -0.65
H  -5.55  -0.02  -4.91
H  -6.85  0.70  -5.86
H  -5.18  1.15  -6.18
H  -6.69  1.75  -3.59
H  -6.44  2.91  -4.90
H  -3.96  2.69  -4.60
H  -4.81  3.37  -3.20
H  -4.78  1.11  -2.12
H  -3.83  0.50  -3.48
H  -3.00  2.80  -1.66
H  -2.07  2.20  -3.02
H  -3.46  -0.66  -1.57
H  2.47  0.01  2.21
H  -0.30  -1.16  2.65
H  1.14  -1.57  3.57
H  -0.03  0.08  4.86
H  1.41  0.85  4.16
H  -1.95  0.16  2.94
H  -2.16  1.19  4.37
H  -2.24  2.09  1.45
H  -3.63  1.92  2.53
H  -2.82  4.31  2.35
H  -2.71  3.69  4.00
H  -0.44  3.78  1.97
H  -0.59  4.83  3.39
H  0.98  2.95  3.80
H  -0.44  2.86  4.88
H  3.64  -0.56  0.14
H  5.59  -3.96  -1.77
H  6.05  -2.55  -2.75
H  4.53  -3.43  -3.09
H  4.24  -5.82  -0.36
H  2.56  -6.38  -0.60
H  3.76  -6.56  -1.91
H  -0.78  -6.01  0.15
H  -1.03  -4.25  0.26
H  -0.23  -5.13  1.60
H  0.35  -2.91  1.48
H  2.69  4.14  1.71
H  3.67  3.53  0.34
H  4.21  3.26  2.01
H  1.46  3.78  -0.19
H  0.84  4.70  -2.15
H  -0.81  5.33  -2.41
H  -0.12  5.31  -0.77

Structure (SMILES): CCCCCc1cc(=O)oc2c([C@@H](CCN3CCCCC3)c3cc(OC)c(OC)c(OC)c3)c(OC)cc(OC)c12
Max |F|, eV/Å: 1.25
E_tot, eV: -50772.73261
LUMO level, eV: 0.44
HOMO-LUMO gap, eV: 8.03


Below is C48H56FeN3O5 as an isolated structure in a non-equilibrium geometry, with properties calculated with ωB97M-V with the def2-TZVPD basis set.

CARTESIAN COORDINATES (ANGSTROEM)
C  1.10  -0.77  0.97
C  1.68  -0.05  2.17
C  0.99  -0.60  3.43
C  3.17  -0.39  2.28
C  1.56  1.50  2.13
C  1.90  2.10  3.34
C  2.02  3.47  3.47
C  1.85  4.27  2.34
C  1.51  3.74  1.09
C  1.49  4.82  -0.05
C  0.87  4.38  -1.37
C  2.95  5.23  -0.33
C  0.70  6.05  0.42
C  1.25  2.34  1.02
N  0.52  1.80  -0.13
C  -0.84  1.69  -0.16
C  -2.20  -0.67  2.55
C  -3.36  -1.11  1.90
C  -3.26  -2.08  0.84
C  -4.39  -2.58  0.24
C  -5.65  -2.01  0.56
N  -6.68  -2.10  -0.42
O  -7.80  -1.59  -0.18
O  -6.40  -2.66  -1.51
C  -5.80  -1.11  1.64
C  -4.67  -0.63  2.26
N  -1.20  1.11  -1.31
C  -2.55  0.69  -1.54
C  -3.51  1.42  -0.82
C  -3.07  2.53  0.13
C  -4.16  2.87  1.15
C  -2.74  3.79  -0.68
C  -1.78  2.07  0.86
C  -4.87  1.18  -1.07
C  -5.25  0.34  -2.12
C  -4.27  -0.26  -2.90
C  -2.94  -0.31  -2.48
C  -2.15  -1.50  -3.10
C  -3.02  -2.77  -3.03
C  -0.86  -1.89  -2.40
C  -1.90  -1.19  -4.58
C  -0.06  0.98  -2.11
C  0.99  1.35  -1.36
H  1.72  -0.64  0.08
H  1.04  -1.84  1.18
H  0.09  -0.41  0.77
H  1.57  -0.42  4.34
H  0.00  -0.16  3.57
H  0.86  -1.68  3.35
H  3.62  0.08  3.16
H  3.32  -1.48  2.36
H  3.70  -0.04  1.40
H  2.07  1.47  4.21
H  2.27  3.91  4.43
H  2.01  5.34  2.46
H  -0.06  3.83  -1.20
H  0.62  5.25  -2.00
H  1.55  3.74  -1.95
H  3.45  5.61  0.57
H  3.50  4.36  -0.70
H  2.97  6.01  -1.10
H  1.16  6.56  1.27
H  0.65  6.78  -0.40
H  -0.33  5.78  0.69
H  -1.25  -1.11  2.26
H  -2.27  -2.45  0.56
H  -4.38  -3.38  -0.49
H  -6.81  -0.78  1.89
H  -4.76  0.10  3.06
H  -4.42  1.99  1.76
H  -3.84  3.67  1.82
H  -5.07  3.22  0.65
H  -1.94  3.59  -1.40
H  -3.62  4.11  -1.26
H  -2.40  4.61  -0.03
H  -1.36  2.84  1.53
H  -2.00  1.17  1.47
H  -2.28  -0.07  3.45
H  -5.64  1.67  -0.48
H  -6.30  0.17  -2.32
H  -4.57  -0.78  -3.81
H  -3.98  -2.69  -3.55
H  -2.48  -3.62  -3.47
H  -3.24  -3.02  -1.99
H  0.01  -1.33  -2.77
H  -0.94  -1.78  -1.31
H  -0.65  -2.95  -2.60
H  -1.31  -0.27  -4.69
H  -1.36  -2.01  -5.05
H  -2.84  -1.04  -5.12
H  -0.13  0.63  -3.13
H  2.04  1.34  -1.59
O  8.02  -6.49  0.54
C  7.04  -5.87  0.48
Fe  5.66  -4.80  0.47
C  4.79  -5.85  1.63
O  4.34  -6.40  2.55
C  6.43  -3.96  1.84
O  7.02  -3.64  2.79
C  3.66  -3.13  0.02
C  4.53  -2.10  -0.36
C  5.81  -2.29  -0.82
C  6.48  -3.55  -0.89
C  5.93  -4.67  -1.59
C  4.59  -4.97  -1.50
C  3.81  -4.48  -0.41
H  2.82  -2.91  0.70
H  4.19  -1.07  -0.26
H  6.40  -1.39  -1.08
H  7.58  -3.52  -0.78
H  6.61  -5.28  -2.21
H  4.17  -5.77  -2.12
H  3.00  -5.16  -0.08

Max |F|, eV/Å: 4.53
E_tot, eV: -99769.04438
LUMO level (spin up / spin down), eV: -0.12 / -1.74
2S+1: 6
HOMO-LUMO gap (spin up / spin down), eV: 3.58 / 5.68


Below is an isolated ion of composition C8H12N3 and charge +1 in a non-equilibrium geometry, with properties calculated with ωB97M-V with the def2-TZVPD basis set.

CARTESIAN COORDINATES (ANGSTROEM)
C  -0.04  0.87  -3.24
C  -0.10  0.26  -1.85
C  0.95  -0.41  -1.16
C  0.89  -1.39  -0.09
C  -0.05  -1.25  0.87
C  -0.31  -2.29  1.95
C  -0.86  0.05  0.97
C  -0.06  1.26  1.02
N  -0.47  2.28  1.64
N  -1.77  -0.02  -0.23
N  -1.31  0.14  -1.31
H  0.33  0.18  -3.93
H  0.58  1.73  -3.33
H  -1.04  1.19  -3.47
H  1.96  -0.41  -1.61
H  1.68  -2.08  -0.18
H  -1.35  -2.69  1.68
H  -0.24  -1.76  2.93
H  0.41  -3.16  1.85
H  -1.59  0.00  1.72
H  0.98  1.19  0.84
H  -1.34  1.89  2.11
H  -0.04  3.17  1.76

Structure (SMILES): CC1=CC=C(C)[C@@H](C=[NH2+])N=N1
Max |F|, eV/Å: 4.06
E_tot, eV: -12950.25687
Charge: +1
LUMO level (spin up / spin down), eV: -4.74 / -4.74
HOMO-LUMO gap (spin up / spin down), eV: 7.69 / 7.69


Below is one molecule with the formula C8H7ClN2S3 in a non-equilibrium geometry, with properties calculated with ωB97M-V with the def2-TZVPD basis set.

CARTESIAN COORDINATES (ANGSTROEM)
C  -1.57  2.49  -0.30
C  -0.89  -0.03  -0.15
C  -0.61  0.75  -1.32
C  -1.64  0.63  0.82
C  1.87  -0.43  0.18
C  1.42  0.72  0.56
C  -0.41  -1.43  -0.10
C  1.11  -1.62  -0.36
N  -0.89  2.00  -1.34
N  -2.08  1.81  0.71
S  1.23  1.76  1.76
S  1.39  -1.84  -2.14
S  1.76  -2.99  0.72
Cl  -2.50  -0.33  2.07
H  -1.87  3.54  -0.39
H  2.91  -0.54  0.02
H  -0.60  -1.96  0.84
H  -0.99  -1.92  -0.95
H  1.51  2.91  1.17
H  -0.01  0.27  -1.97
H  0.84  -3.80  0.15

Max |F|, eV/Å: 4.80
E_tot, eV: -56412.64018
LUMO level (spin up / spin down), eV: -2.26 / -2.26
HOMO-LUMO gap (spin up / spin down), eV: 5.02 / 5.02